Density functional theory data (wB97M-V/def2-TZVPD) for a molecular structure, C5H6N2S in a non-equilibrium geometry.

Element x y z (Å)
C (-1.70368, 1.33406, -0.09162)
C (0.24830, 0.27156, -1.30839)
C (1.52871, 0.45612, -1.26734)
C (-0.51873, 0.75903, 0.40843)
C (-0.73797, -0.62863, 0.90328)
N (-2.72918, 1.65022, -0.50067)
N (0.55924, 1.53749, 0.90253)
S (2.11619, 1.03996, 0.38421)
H (-0.47406, -0.02265, -2.05260)
H (2.27979, 0.40720, -2.04256)
H (0.17509, -1.20153, 0.89706)
H (-1.55273, -0.97632, 0.20428)
H (-1.40290, -0.46945, 1.81503)
H (0.43081, 2.59482, 1.01170)

Output
- LUMO energy: 0.464 eV
- Total energy: -19094.331 eV
- Multiplicity: 1
- Kohn-Sham gap: 9.15 eV
- ΔE to the lowest compared entry with this formula, charge and spin: 84.85 kcal/mol



Density functional theory data (wB97M-V/def2-TZVPD) for a molecular structure, C31H47BrN2P2Pb in a non-equilibrium geometry.

Element x y z (Å)
N (-6.60932, 5.13398, -4.74941)
C (-6.25387, 5.72113, -3.60417)
C (-5.12156, 5.31963, -2.87764)
C (-4.34280, 4.23157, -3.34451)
C (-4.70833, 3.68328, -4.59042)
C (-5.86736, 4.14362, -5.23791)
C (-3.25158, 3.66505, -2.51800)
Pb (-0.94239, 3.97057, -2.72393)
P (5.05055, -0.43963, -0.00291)
C (-2.51764, 2.49696, -2.94545)
C (-1.75650, 1.68230, -1.98165)
C (-0.66092, 0.91114, -2.47870)
C (-0.04929, -0.03300, -1.72015)
C (-0.48130, -0.39881, -0.33540)
C (-1.63901, 0.43782, 0.11165)
C (-2.18234, 1.44156, -0.64455)
Br (1.05995, -0.16365, 0.95025)
H (-3.36185, 3.83917, -1.44044)
H (-2.59653, 2.13499, -3.97537)
H (-4.85999, 5.83940, -1.96009)
H (-4.13948, 2.88556, -5.06594)
H (-6.88089, 6.54551, -3.24720)
H (-6.19883, 3.69569, -6.18400)
H (-0.37897, 1.06480, -3.53618)
H (-3.01065, 2.05496, -0.26272)
H (0.82666, -0.55543, -2.10090)
H (-2.04109, 0.22336, 1.09837)
P (-0.89134, -2.23105, -0.29207)
C (4.47677, 1.28129, 0.19477)
C (5.67233, 2.23271, 0.02669)
H (4.03826, 1.37030, 1.19996)
H (3.69054, 1.46299, -0.55150)
H (5.41648, 3.23222, 0.38556)
H (6.53795, 1.87712, 0.59856)
H (5.96820, 2.31014, -1.02446)
C (4.34595, -1.10948, -1.55663)
C (5.28515, -2.15728, -2.17564)
H (4.21599, -0.25093, -2.23104)
H (3.35734, -1.53503, -1.33066)
H (5.01692, -2.33473, -3.22260)
H (6.33025, -1.82360, -2.15082)
H (5.22380, -3.11829, -1.65094)
C (4.17463, -1.41677, 1.29123)
C (5.01798, -1.79677, 2.51032)
H (3.78911, -2.32453, 0.80122)
H (3.30676, -0.81367, 1.60426)
H (4.41810, -2.42132, 3.18560)
H (5.90252, -2.37230, 2.21328)
H (5.33997, -0.91051, 3.06990)
C (-0.77014, -3.02201, 1.33040)
C (-1.53304, -4.35192, 1.37296)
H (-1.12250, -2.31837, 2.10097)
H (0.30565, -3.18809, 1.51647)
H (-2.53746, -4.21964, 1.78935)
H (-1.62551, -4.82626, 0.38663)
H (-0.99981, -5.05984, 2.01512)
C (0.38529, -3.00000, -1.30723)
C (0.02979, -3.12931, -2.78331)
H (0.56434, -3.98696, -0.85572)
H (1.30553, -2.41362, -1.16696)
H (-0.89582, -3.70087, -2.93036)
H (-0.07642, -2.15445, -3.27378)
H (0.84140, -3.65999, -3.29460)
C (-2.55685, -2.39999, -0.94645)
C (-3.68247, -2.14130, 0.06125)
H (-2.60911, -3.41895, -1.35919)
H (-2.63445, -1.70877, -1.79996)
H (-4.46805, -1.54889, -0.42178)
H (-4.13283, -3.08414, 0.39726)
H (-3.36414, -1.57890, 0.95056)
N (-0.48344, 1.70734, 3.30243)
C (-0.12840, 1.03276, 4.43361)
C (0.77503, 1.62584, 5.34632)
C (1.13692, 0.94536, 6.50711)
C (0.59711, -0.31989, 6.78438)
C (-0.31416, -0.90246, 5.89416)
C (-0.68105, -0.23919, 4.72102)
H (0.00190, 2.56434, 3.08219)
H (-0.83410, 1.20315, 2.49572)
H (1.18621, 2.61082, 5.10589)
H (1.85280, 1.40423, 7.18899)
H (0.87572, -0.83711, 7.70406)
H (-0.73377, -1.88554, 6.10729)
H (-1.39252, -0.67947, 4.01757)

Output
- LUMO energy (alpha / beta): -12.698 / -12.653 eV
- Total energy: -129715.104 eV
- Net charge: +4
- Multiplicity: 1
- Kohn-Sham gap (alpha / beta): 4.86 / 4.90 eV
- ΔE to the lowest compared entry with this formula, charge and spin: 9.48 kcal/mol



Density functional theory data (wB97M-V/def2-TZVPD) for a molecular structure, C19H21N7O4Pd in a non-equilibrium geometry.

Element x y z (Å)
Pd (1.45679, 0.86803, -0.58034)
O (2.14636, 2.39716, 3.05732)
C (1.66589, 2.02891, 2.00349)
N (1.95093, 0.81216, 1.34801)
C (2.82186, -0.16046, 1.80060)
O (3.11588, -0.35221, 2.96874)
C (3.35238, -0.96146, 0.59143)
C (4.38346, -1.89595, 0.68132)
C (4.80695, -2.53481, -0.44561)
C (4.23350, -2.17990, -1.69168)
C (3.23173, -1.24818, -1.72327)
N (2.84253, -0.63959, -0.57100)
C (0.74045, 2.92003, 1.23174)
C (0.41430, 4.16737, 1.69866)
C (-0.30530, 5.03758, 0.87365)
C (-0.64823, 4.60982, -0.42054)
C (-0.18621, 3.36239, -0.84719)
N (0.46957, 2.50142, -0.05463)
H (4.76803, -2.04155, 1.68374)
H (5.46296, -3.37311, -0.39612)
H (4.54920, -2.71499, -2.59280)
H (2.76534, -0.95160, -2.64778)
H (0.76277, 4.53196, 2.67314)
H (-0.58117, 6.03556, 1.27539)
H (-1.22945, 5.23020, -1.14216)
H (-0.39756, 2.94649, -1.84145)
C (-0.79582, 0.02222, -4.09234)
C (-0.23018, -0.09668, -2.67636)
O (-0.65746, -0.99829, -1.94806)
O (0.73135, 0.75769, -2.46432)
H (-0.66344, 1.05036, -4.48129)
H (-1.87978, -0.25473, -4.07412)
H (-0.26641, -0.65905, -4.78115)
C (-4.39272, -1.11609, 1.64297)
C (-3.47887, -0.86915, 0.45826)
C (-2.49051, 0.29430, 0.76735)
C (-2.86678, -2.19897, -0.01689)
N (-1.72721, -2.71600, 0.73403)
C (-0.46485, -2.23353, 0.87695)
N (0.17515, -2.83275, 1.85737)
N (-0.72213, -3.75645, 2.33834)
N (-1.83243, -3.74533, 1.65517)
H (-4.79168, -0.17273, 1.98226)
H (-3.85411, -1.60463, 2.48509)
H (-5.20881, -1.79797, 1.37002)
H (-4.11526, -0.60197, -0.35886)
H (-2.15871, 0.14550, 1.79594)
H (-3.21034, 1.10385, 0.77277)
H (-1.65393, 0.49384, 0.03915)
H (-2.39023, -2.13439, -1.04857)
H (-3.57521, -3.07226, -0.01644)
H (-0.07262, -1.40202, 0.25005)

Output
- LUMO energy (alpha / beta): 4.848 / 4.856 eV
- Total energy: -42142.488 eV
- Net charge: -2
- Multiplicity: 1
- Kohn-Sham gap (alpha / beta): 2.22 / 2.21 eV